# 1
{
  "formula": "C5H12N4",
  "method": "ωB97M-V/def2-TZVPD",
  "total_charge": 0,
  "relative_energy_kj_mol": 0.0,
  "e_tot_ha": -416.7454,
  "species": ["C", "C", "N", "C", "C", "N", "C", "N", "N", "H", "H", "H", "H", "H", "H", "H", "H", "H", "H", "H", "H"],
  "positions_angstrom": [[-2.0639, -1.2856, 0.2022], [-0.6106, -1.3383, 0.5648], [-0.1337, -2.6181, 0.9031], [0.1967, -0.2706, 0.4638], [1.6615, -0.3388, 0.8418], [-0.3474, 0.9698, 0.1154], [0.1419, 1.7397, -0.7672], [-0.3521, 3.0301, -0.8725], [1.1202, 1.4353, -1.6986], [-2.6742, -1.7053, 1.0031], [-2.3521, -0.2524, 0.0365], [-2.2533, -1.8602, -0.7048], [0.7075, -2.6029, 1.4625], [-0.8463, -3.1947, 1.3299], [2.0957, 0.6592, 0.8462], [1.7768, -0.7510, 1.8463], [2.2266, -0.9747, 0.1569], [-1.2037, 3.1565, -0.3468], [-0.3996, 3.3960, -1.8116], [1.6499, 0.6003, -1.5116], [1.6601, 2.2054, -2.0592]]
}

# 2
{
  "formula": "C36H39N9NaO5S2",
  "method": "ωB97M-V/def2-TZVPD",
  "total_charge": -1,
  "relative_energy_kj_mol": 173.2,
  "e_tot_ha": -3223.1078,
  "species": ["Na", "N", "C", "S", "N", "N", "C", "C", "C", "C", "C", "C", "N", "H", "H", "H", "H", "H", "H", "H", "O", "C", "C", "O", "O", "C", "C", "C", "C", "C", "C", "C", "C", "C", "C", "C", "C", "H", "H", "H", "H", "H", "H", "H", "H", "H", "H", "H", "C", "N", "C", "C", "N", "C", "S", "H", "H", "H", "H", "H", "H", "H", "H", "N", "C", "C", "C", "C", "C", "N", "C", "H", "H", "H", "H", "O", "C", "O", "C", "N", "C", "C", "C", "H", "H", "H", "H", "H", "H", "H", "H", "H"],
  "positions_angstrom": [[-0.9949, 0.3929, -0.6589], [-3.0439, 2.5069, -4.3754], [-2.5669, 2.1469, -3.1410], [-0.9755, 2.5752, -2.8197], [-3.4285, 1.5070, -2.3757], [-3.1256, 1.3839, -1.0856], [-3.8827, 0.6354, -0.3663], [-3.7140, 0.5871, 1.0552], [-4.5508, -0.2043, 1.8614], [-4.4013, -0.1639, 3.2315], [-3.4420, 0.6781, 3.7765], [-2.6571, 1.4143, 2.8988], [-2.7707, 1.3720, 1.5916], [-2.3511, 2.6832, -5.0829], [-3.9278, 2.1215, -4.6638], [-4.7114, 0.0695, -0.8101], [-5.2992, -0.8370, 1.4043], [-5.0214, -0.7757, 3.8754], [-3.2931, 0.7508, 4.8435], [-1.8962, 2.0859, 3.2737], [0.9538, 0.6870, 0.1026], [2.2469, 0.1635, -0.1405], [1.9825, -1.1945, -0.9539], [2.8634, -2.0511, -0.9782], [0.8703, -1.2296, -1.5031], [3.0761, 1.0503, -1.0411], [4.4485, 0.8498, -1.1655], [5.2201, 1.6979, -1.9352], [4.6375, 2.7708, -2.5890], [3.2674, 2.9504, -2.5095], [2.4899, 2.0932, -1.7513], [2.9974, -0.0019, 1.1743], [3.9565, -0.9853, 1.4121], [4.6407, -1.0315, 2.6166], [4.3709, -0.1134, 3.6152], [3.4217, 0.8689, 3.3929], [2.7552, 0.9263, 2.1849], [1.0119, 1.6486, 0.2223], [4.9071, 0.0189, -0.6552], [6.2861, 1.5309, -2.0155], [5.2490, 3.4463, -3.1719], [2.7974, 3.7703, -3.0357], [1.4185, 2.2215, -1.7402], [4.1478, -1.7274, 0.6522], [5.3962, -1.7901, 2.7719], [4.8953, -0.1627, 4.5591], [3.2019, 1.5988, 4.1610], [2.0401, 1.7136, 2.0241], [-2.2452, -3.0406, 2.7256], [-0.8344, -3.1652, 2.5149], [-0.3280, -4.1696, 1.6034], [1.0919, -3.6835, 1.2725], [1.2304, -2.5146, 2.1146], [0.0510, -2.1522, 2.6589], [-0.1938, -0.7875, 3.5436], [-2.7479, -2.7738, 1.7914], [-2.4127, -2.2472, 3.4511], [-2.6439, -3.9857, 3.1029], [-0.9628, -4.2223, 0.7140], [-0.3222, -5.1485, 2.0982], [1.2098, -3.4086, 0.2200], [1.8600, -4.4219, 1.5300], [1.9414, -1.8252, 1.9078], [0.2501, 7.8430, -1.0977], [0.2991, 6.8968, -0.4502], [0.3438, 5.7652, 0.3889], [0.4123, 5.9216, 1.7777], [0.3884, 4.7938, 2.5743], [0.3116, 3.5525, 1.9576], [0.3248, 3.4017, 0.6424], [0.3232, 4.4654, -0.1315], [0.4687, 6.9105, 2.2112], [0.4277, 4.8720, 3.6498], [0.2458, 2.6414, 2.5349], [0.2837, 4.2867, -1.1960], [-1.6562, -0.9345, -2.1969], [-1.3741, -1.9614, -1.4277], [-1.5919, -1.9804, -0.2410], [-0.9513, -3.2018, -2.2313], [-0.7310, -2.7786, -3.6113], [-1.5898, -3.5456, -4.4970], [-2.7933, -3.8650, -3.6132], [-2.1274, -4.1933, -2.2778], [-0.0638, -3.6284, -1.7637], [0.2470, -2.7625, -3.8659], [-1.2959, -1.2139, -3.0822], [-1.1247, -4.4816, -4.8477], [-1.8530, -2.9451, -5.3718], [-3.3838, -4.6913, -4.0031], [-3.4310, -2.9864, -3.5094], [-1.7598, -5.2218, -2.2832], [-2.7892, -4.0620, -1.4230]]
}

# 3
{
  "formula": "C64H66BrN8O2S4Si2Ti",
  "method": "ωB97M-V/def2-TZVPD",
  "total_charge": 1,
  "relative_energy_kj_mol": 381.9,
  "e_tot_ha": -8661.8263,
  "species": ["Ti", "O", "C", "C", "C", "C", "C", "C", "C", "O", "N", "N", "C", "C", "Br", "C", "C", "C", "C", "C", "C", "C", "H", "H", "H", "H", "H", "H", "H", "H", "H", "H", "H", "H", "H", "H", "C", "Si", "C", "C", "C", "C", "C", "C", "C", "Si", "C", "C", "H", "H", "H", "H", "H", "H", "H", "H", "H", "H", "H", "H", "H", "H", "H", "H", "N", "S", "N", "S", "N", "S", "N", "C", "C", "C", "C", "C", "C", "C", "C", "C", "C", "C", "C", "C", "C", "C", "C", "C", "C", "C", "C", "C", "C", "C", "C", "C", "C", "C", "C", "C", "C", "C", "C", "C", "C", "C", "C", "H", "H", "H", "H", "H", "H", "H", "H", "H", "H", "H", "H", "H", "H", "H", "H", "H", "H", "H", "H", "H", "H", "H", "H", "H", "H", "H", "H", "H", "H", "C", "N", "C", "N", "S", "H", "H", "H", "H", "H", "H"],
  "positions_angstrom": [[-0.4089, 0.4952, 0.0687], [-2.5423, 1.6741, -4.9280], [-3.1174, 0.5897, -4.3278], [-3.7276, -0.3321, -5.1742], [-4.3031, -1.4788, -4.6653], [-4.2704, -1.7262, -3.2975], [-3.6907, -0.7973, -2.4569], [-3.1178, 0.3689, -2.9558], [-2.5741, 1.3697, -1.9511], [-1.5247, 0.8810, -1.2103], [-3.7307, 1.7733, -1.1236], [-3.6008, 2.0753, 0.1765], [-4.4962, 2.8640, 0.6472], [-4.6392, 3.1927, 2.0543], [-3.7394, 2.0059, 3.2517], [-5.3730, 4.1748, 2.5869], [-6.0639, 5.2526, 1.8769], [-7.2098, 5.8064, 2.4565], [-7.8823, 6.8465, 1.8409], [-7.4167, 7.3613, 0.6389], [-6.2684, 6.8375, 0.0650], [-5.5929, 5.7947, 0.6778], [-2.1896, 2.2845, -4.2733], [-3.7406, -0.1194, -6.2360], [-4.7867, -2.1811, -5.3319], [-4.7116, -2.6275, -2.8911], [-3.6872, -0.9429, -1.3819], [-2.2368, 2.2844, -2.4677], [-4.4178, 2.3159, -1.6367], [-5.2458, 3.2912, -0.0229], [-5.4781, 4.1829, 3.6656], [-7.5722, 5.4010, 3.3935], [-8.7639, 7.2688, 2.3048], [-7.9399, 8.1786, 0.1605], [-5.8870, 7.2570, -0.8571], [-4.6664, 5.4343, 0.2502], [-1.0930, 4.0419, 1.2679], [0.2502, 2.6811, 1.1646], [0.8779, 2.4327, 2.9642], [1.7658, 3.5540, 0.3629], [2.1575, 4.7742, 0.9154], [3.2983, 5.4389, 0.4970], [4.0841, 4.8799, -0.4988], [3.7092, 3.6718, -1.0624], [2.5559, 2.9906, -0.6552], [2.0660, 1.4846, -1.6949], [3.5348, 1.1318, -2.8291], [0.7011, 2.0622, -2.8836], [-0.6744, 4.9929, 1.6000], [-1.8731, 3.7585, 1.9774], [-1.5719, 4.2114, 0.3003], [0.0671, 2.5771, 3.6824], [1.6745, 3.1361, 3.2123], [1.2659, 1.4230, 3.1145], [1.5598, 5.2141, 1.7066], [3.5765, 6.3850, 0.9436], [4.9906, 5.3707, -0.8292], [4.3449, 3.2465, -1.8281], [3.3354, 0.3299, -3.5375], [4.4529, 0.8919, -2.2932], [3.7096, 2.0388, -3.4101], [1.1599, 2.4943, -3.7759], [0.0784, 2.8359, -2.4253], [0.0696, 1.2262, -3.1877], [-0.6234, -0.2388, 1.6708], [-0.2842, -1.6269, 2.2483], [0.8913, -2.3297, 1.6271], [2.6564, -1.2298, 1.9852], [3.0724, -1.5836, 0.4099], [2.1182, -1.3741, -0.7917], [1.4103, 0.0326, -0.8783], [0.8884, -2.6656, -1.0219], [1.4017, -3.9523, -1.0840], [0.5360, -5.0155, -1.2667], [-0.8261, -4.7836, -1.4051], [-1.3218, -3.4904, -1.3666], [-0.4617, -2.4218, -1.1861], [3.3174, -1.7980, -2.0652], [2.9003, -2.2888, -3.2920], [3.8528, -2.6316, -4.2375], [5.2033, -2.4903, -3.9534], [5.6079, -2.0272, -2.7083], [4.6668, -1.6808, -1.7543], [3.2729, -2.6408, 2.9006], [3.7171, -2.4446, 4.1973], [4.1855, -3.5292, 4.9236], [4.2101, -4.7925, 4.3527], [3.7699, -4.9745, 3.0471], [3.2998, -3.8956, 2.3170], [4.3048, -0.3239, 2.1074], [5.5567, -0.9249, 2.1666], [6.7023, -0.1592, 2.0030], [6.6033, 1.2075, 1.7768], [5.3552, 1.8114, 1.7379], [4.2105, 1.0434, 1.8986], [-0.0828, -1.4923, 4.0409], [-0.5055, -0.3518, 4.7039], [-0.3682, -0.2701, 6.0805], [0.2015, -1.3238, 6.7814], [0.6331, -2.4583, 6.1073], [0.4946, -2.5470, 4.7308], [-1.8132, -2.5992, 2.1706], [-1.9894, -3.7392, 2.9378], [-3.2196, -4.3780, 2.9334], [-4.2618, -3.8815, 2.1627], [-4.0766, -2.7430, 1.3923], [-2.8527, -2.0934, 1.4026], [2.4677, -4.1129, -0.9834], [0.9235, -6.0247, -1.3016], [-1.5067, -5.6119, -1.5521], [-2.3799, -3.3067, -1.4912], [-0.8345, -1.4031, -1.1706], [1.8470, -2.3869, -3.5163], [3.5298, -3.0179, -5.1949], [5.9459, -2.7455, -4.6979], [6.6597, -1.9368, -2.4736], [4.9660, -1.3269, -0.7773], [3.6985, -1.4520, 4.6318], [4.5396, -3.3831, 5.9357], [4.5783, -5.6365, 4.9211], [3.7946, -5.9567, 2.5934], [2.9315, -4.0050, 1.3095], [5.6363, -1.9932, 2.3258], [7.6733, -0.6367, 2.0462], [7.4967, 1.8005, 1.6291], [5.2650, 2.8766, 1.5713], [3.2313, 1.5062, 1.8461], [-0.9316, 0.4614, 4.1335], [-0.7151, 0.6128, 6.6008], [0.3099, -1.2612, 7.8563], [1.0825, -3.2797, 6.6497], [0.8396, -3.4198, 4.1905], [-1.1828, -4.1219, 3.5472], [-3.3671, -5.2576, 3.5455], [-5.2247, -4.3747, 2.1769], [-4.8929, -2.3487, 0.8002], [-2.7026, -1.1685, 0.8608], [-1.2444, -3.6701, -6.0853], [-0.9978, -2.3184, -6.5463], [-0.5738, -1.3019, -5.7761], [-0.3666, -0.1281, -6.4132], [-0.2614, -1.4477, -4.1381], [-2.2389, -3.9932, -6.3940], [-1.1884, -3.6768, -5.0005], [-0.5022, -4.3626, -6.4859], [-1.1503, -2.1385, -7.5254], [-0.7429, 0.0270, -7.3352], [-0.2251, 0.6847, -5.8411]]
}

# 4
{
  "formula": "C8H8FO2S",
  "method": "ωB97M-V/def2-TZVPD",
  "total_charge": -1,
  "relative_energy_kj_mol": 40.5,
  "e_tot_ha": -958.1140,
  "species": ["C", "C", "C", "C", "C", "C", "C", "C", "O", "O", "F", "S", "H", "H", "H", "H", "H", "H", "H", "H"],
  "positions_angstrom": [[0.8106, -1.4181, 1.2928], [-0.1354, -0.5085, 1.3034], [1.8803, -1.3796, 0.2976], [-0.3340, 0.4384, 0.0938], [1.8659, -0.4369, -0.6361], [0.9820, 0.7850, -0.5272], [1.4636, 2.0062, -0.8793], [-1.5355, -0.3711, -0.7391], [-3.1267, 0.1789, 1.4205], [-3.2475, 1.4859, -0.7233], [-1.4852, -1.7800, -0.7340], [-3.3063, 0.1870, -0.0378], [0.8202, -2.1117, 2.0669], [-1.0329, -0.6822, 2.0520], [2.5472, -2.3105, 0.1798], [-0.8787, 1.3668, 0.4050], [2.6416, -0.4915, -1.3958], [2.4691, 2.3778, -1.2296], [0.8900, 2.7329, -0.4806], [-1.2883, -0.0686, -1.7291]]
}

# 5
{
  "formula": "C3H5ClS2",
  "method": "ωB97M-V/def2-TZVPD",
  "total_charge": 0,
  "relative_energy_kj_mol": 33.3,
  "e_tot_ha": -1373.8479,
  "species": ["S", "C", "S", "C", "C", "Cl", "H", "H", "H", "H", "H"],
  "positions_angstrom": [[2.0813, -1.5668, -0.2407], [1.2945, -0.1212, 0.1243], [1.9107, 1.4238, -0.2736], [-0.1554, -0.1765, 0.6556], [-1.0312, -0.2589, -0.5950], [-2.7548, -0.0854, -0.1881], [0.8161, 2.0124, 0.3135], [-0.2316, -1.1948, 1.2443], [-0.3624, 0.6733, 1.3082], [-0.6937, 0.5456, -1.2916], [-0.8735, -1.2516, -1.0569]]
}

Which formula does entry 4 have? C8H8FO2S